Record 1
Density functional theory data (wB97M-V/def2-TZVPD) for the molecule C20H19N5O3S2 at a distorted geometry.

Bonds (Å) are listed after each position.
CARTESIAN COORDINATES (ANGSTROEM)
1 C -3.07746 3.20737 -2.19786  H2 1.094, O3 1.407, H48 1.095, H49 1.089
2 H -3.52147 3.95413 -1.53219  C1 1.094
3 O -2.18557 2.36539 -1.50866  C1 1.407, C4 1.367
4 C -1.09422 2.92789 -0.90694  O3 1.367, C5 1.394, C9 1.387
5 C -0.26962 2.03181 -0.22916  C4 1.394, C6 1.390, H47 1.077
6 C 0.88050 2.46851 0.41856  C5 1.390, C7 1.397, N13 1.402
7 C 1.19617 3.82848 0.38464  C6 1.397, C8 1.379, H12 1.075
8 C 0.37221 4.70621 -0.28757  C7 1.379, C9 1.386, H11 1.080
9 C -0.77418 4.27758 -0.93781  C4 1.387, C8 1.386, H10 1.078
10 H -1.39444 4.99291 -1.45300  C9 1.078
11 H 0.62491 5.75562 -0.30646  C8 1.080
12 H 2.08213 4.18710 0.87742  C7 1.075
13 N 1.68701 1.54708 1.10100  C6 1.402, C14 1.366, C42 1.448
14 C 2.92659 1.78035 1.62584  N13 1.366, O15 1.208, C16 1.517
15 O 3.56300 2.80427 1.55445  C14 1.208
16 C 3.40032 0.51863 2.32181  C14 1.517, C17 1.525, H45 1.089, H46 1.092
17 C 2.27763 -0.50319 2.17954  C16 1.525, C18 1.515, H41 1.091, C42 1.543
18 C 1.68251 -0.86448 3.52565  C17 1.515, O19 1.205, N20 1.384
19 O 2.00326 -0.37747 4.57977  C18 1.205
20 N 0.68232 -1.82030 3.50972  C18 1.384, C21 1.363, H40 1.014
21 C 0.18189 -2.54668 2.47002  N20 1.363, N22 1.287, S39 1.774
22 N 0.68835 -2.65334 1.29199  C21 1.287, N23 1.325
23 N -0.01698 -3.40689 0.46159  N22 1.325, C24 1.288
24 C -1.09058 -3.89728 0.97729  N23 1.288, S25 1.718, S39 1.763
25 S -2.24034 -4.85467 0.13288  C24 1.718, C26 1.825
26 C -1.56305 -4.68899 -1.55324  S25 1.825, C27 1.499, H37 1.089, H38 1.091
27 C -1.32577 -3.25541 -1.92321  C26 1.499, N28 1.325, C32 1.391
28 N -2.23161 -2.37479 -1.52395  C27 1.325, C29 1.321
29 C -2.05673 -1.10212 -1.83037  N28 1.321, C30 1.386, H36 1.082
30 C -0.97179 -0.63713 -2.55689  C29 1.386, C31 1.386, H35 1.078
31 C -0.02481 -1.55798 -2.97630  C30 1.386, C32 1.384, H34 1.080
32 C -0.20000 -2.89315 -2.65529  C27 1.391, C31 1.384, H33 1.079
33 H 0.52076 -3.63748 -2.95509  C32 1.079
34 H 0.84160 -1.24079 -3.53844  C31 1.080
35 H -0.87363 0.41363 -2.77523  C30 1.078
36 H -2.81775 -0.42323 -1.46963  C29 1.082
37 H -0.64342 -5.26933 -1.60986  C26 1.089
38 H -2.32649 -5.13682 -2.19159  C26 1.091
39 S -1.33111 -3.45190 2.66639  C21 1.774, C24 1.763
40 H 0.25852 -1.98815 4.41547  N20 1.014
41 H 2.61314 -1.43068 1.71297  C17 1.091
42 C 1.23176 0.18383 1.27673  N13 1.448, C17 1.543, H43 1.095, H44 1.095
43 H 1.16653 -0.32896 0.31179  C42 1.095
44 H 0.23695 0.18448 1.73442  C42 1.095
45 H 4.33743 0.18968 1.87468  C16 1.089
46 H 3.59165 0.74949 3.37233  C16 1.092
47 H -0.56742 0.99716 -0.24100  C5 1.077
48 H -2.58722 3.71370 -3.03578  C1 1.095
49 H -3.86149 2.55591 -2.58139  C1 1.089

Output
F_max: 1.8 eV/A
Total charge: 0
Gap between HOMO and LUMO: 8.66 eV
E_tot: -56312.032 eV

Record 2
Density functional theory data (wB97M-V/def2-TZVPD) for the molecule C20H19N5OS2 at a distorted geometry.

Bonds (Å) are listed after each position.
CARTESIAN COORDINATES (ANGSTROEM)
1 O -0.40403 1.71995 -0.12900  C2 1.221
2 C 0.16612 0.91869 0.59547  O1 1.221, N3 1.342, C28 1.518
3 N 0.98300 -0.03926 0.13023  C2 1.342, C4 1.453, C21 1.451
4 C 1.60819 -1.05665 0.95822  N3 1.453, H5 1.097, C6 1.530, H27 1.094
5 H 2.33698 -0.58484 1.62950  C4 1.097
6 C 2.33040 -2.05317 0.04922  C4 1.530, N7 1.440, H25 1.094, H26 1.088
7 N 3.24946 -1.37419 -0.82685  C6 1.440, C8 1.383, C19 1.454
8 C 4.59251 -1.23242 -0.52795  N7 1.383, C9 1.399, C13 1.401
9 C 5.16333 -1.68148 0.66754  C8 1.399, C10 1.382, H18 1.079
10 C 6.51929 -1.55236 0.89939  C9 1.382, C11 1.383, H17 1.081
11 C 7.34916 -0.96646 -0.03964  C10 1.383, C12 1.384, H16 1.079
12 C 6.79845 -0.51617 -1.22724  C11 1.384, C13 1.380, H15 1.081
13 C 5.44660 -0.64715 -1.47222  C8 1.401, C12 1.380, H14 1.078
14 H 5.05205 -0.31086 -2.41787  C13 1.078
15 H 7.42950 -0.06227 -1.97777  C12 1.081
16 H 8.40661 -0.86433 0.14972  C11 1.079
17 H 6.92826 -1.90724 1.83469  C10 1.081
18 H 4.55612 -2.12788 1.43982  C9 1.079
19 C 2.61534 -0.37536 -1.67284  N7 1.454, H20 1.098, C21 1.528, H24 1.097
20 H 2.66909 -0.67224 -2.72867  C19 1.098
21 C 1.14539 -0.18334 -1.30448  N3 1.451, C19 1.528, H22 1.092, H23 1.096
22 H 0.76363 0.72897 -1.76775  C21 1.092
23 H 0.53810 -1.02493 -1.65570  C21 1.096
24 H 3.13962 0.58121 -1.55785  C19 1.097
25 H 1.59326 -2.59077 -0.55462  C6 1.094
26 H 2.85730 -2.79190 0.64930  C6 1.088
27 H 0.85494 -1.58462 1.55112  C4 1.094
28 C -0.06560 0.95927 2.09562  C2 1.518, H29 1.090, H30 1.087, S31 1.848
29 H -0.50785 1.92190 2.35203  C28 1.090
30 H 0.83830 0.79221 2.67643  C28 1.087
31 S -1.26000 -0.36378 2.58503  C28 1.848, C32 1.748
32 C -1.83807 -0.77066 0.98683  S31 1.748, N33 1.307, N36 1.367
33 N -1.43396 -1.78533 0.26949  C32 1.307, N34 1.339
34 N -1.99628 -1.72074 -0.94386  N33 1.339, C35 1.307
35 C -2.74890 -0.65181 -0.95136  N34 1.307, N36 1.371, S43 1.724
36 N -2.70763 -0.00799 0.25829  C32 1.367, C35 1.371, C37 1.377
37 C -3.44320 1.15450 0.32218  N36 1.377, C38 1.385, C42 1.402
38 C -3.60561 2.01262 1.39691  C37 1.385, C39 1.382, H47 1.078
39 C -4.39646 3.13279 1.22308  C38 1.382, C40 1.390, H46 1.079
40 C -5.01580 3.38983 0.00570  C39 1.390, C41 1.383, H45 1.079
41 C -4.86573 2.53015 -1.06750  C40 1.383, C42 1.384, H44 1.078
42 C -4.07483 1.40658 -0.90364  C37 1.402, C41 1.384, S43 1.764
43 S -3.73732 0.16157 -2.10645  C35 1.724, C42 1.764
44 H -5.34671 2.72265 -2.01284  C41 1.078
45 H -5.62515 4.27325 -0.10588  C40 1.079
46 H -4.53280 3.81661 2.04632  C39 1.079
47 H -3.12990 1.80069 2.34110  C38 1.078

Output
F_max: 1.3 eV/A
Total charge: 0
Gap between HOMO and LUMO: 8.09 eV
E_tot: -52216.932 eV

Record 3
Density functional theory data (wB97M-V/def2-TZVPD) for the molecule C20H19NO4 at a distorted geometry.

Bonds (Å) are listed after each position.
CARTESIAN COORDINATES (ANGSTROEM)
1 C 0.20116 4.39009 -1.42916  H2 1.049, O3 1.414, H43 0.969, H44 1.097
2 H 0.33513 5.32438 -1.88644  C1 1.049
3 O 0.54241 4.32628 -0.05827  C1 1.414, C4 1.213
4 C 0.53254 3.33824 0.64553  O3 1.213, C5 1.325, C9 1.535
5 C 0.40833 2.17599 0.02118  C4 1.325, C6 1.477, H42 0.886
6 C 0.22601 1.09330 1.00974  C5 1.477, C7 1.396, C21 1.487
7 C 0.36686 1.35098 2.37422  C6 1.396, C8 1.325, H20 1.263
8 C 0.89158 2.42625 2.94257  C7 1.325, C9 1.408, O15 1.343
9 C 0.87986 3.57098 2.12271  C4 1.535, C8 1.408, O10 1.308
10 O 0.99341 4.85294 2.35689  C9 1.308, C11 1.633
11 C 1.39537 5.15714 3.90969  O10 1.633, H12 0.942, H13 1.084, H14 1.108
12 H 0.74568 5.03000 4.58000  C11 0.942
13 H 2.42183 4.81617 3.83742  C11 1.084
14 H 1.52256 6.24138 3.71913  C11 1.108
15 O 1.12995 2.64366 4.24580  C8 1.343, C16 1.393
16 C 0.90819 1.62276 5.16725  O15 1.393, H17 1.192, H18 1.072, H19 1.048
17 H 1.73743 0.89520 4.71619  C16 1.192
18 H -0.02450 1.09522 5.14757  C16 1.072
19 H 1.28154 1.78178 6.13301  C16 1.048
20 H 0.40400 0.32808 3.11477  C7 1.263
21 C 0.11730 -0.32515 0.57632  C6 1.487, C22 1.250, H41 1.065
22 C -0.33838 -0.67254 -0.53506  C21 1.250, C23 1.563, H40 1.050
23 C -0.50975 -2.13157 -1.06806  C22 1.563, N24 1.334, C37 1.340
24 N -0.79363 -2.15007 -2.37106  C23 1.334, C25 1.493
25 C -0.62918 -3.53563 -2.90325  N24 1.493, C26 1.340, C30 1.632
26 C -0.95376 -4.67031 -2.26796  C25 1.340, C27 1.315, C36 1.576
27 C -1.20837 -5.70603 -3.03645  C26 1.315, C28 1.145, H35 1.180
28 C -1.34063 -5.97233 -4.14224  C27 1.145, C29 1.630, H34 1.013
29 C -1.39493 -4.57532 -4.97968  C28 1.630, C30 1.264, H33 1.105
30 C -1.13207 -3.45649 -4.45427  C25 1.632, C29 1.264, O31 1.229
31 O -0.92515 -2.39764 -5.04347  C30 1.229, H32 1.015
32 H -0.66831 -1.59083 -4.48383  O31 1.015
33 H -1.45964 -4.76022 -6.06760  C29 1.105
34 H -1.54410 -6.68626 -4.83214  C28 1.013
35 H -1.25824 -6.64909 -2.32936  C27 1.180
36 C -0.79492 -4.59404 -0.70177  C26 1.576, C37 1.453, H39 0.912
37 C -0.35411 -3.25382 -0.35294  C23 1.340, C36 1.453, H38 1.202
38 H -0.63319 -3.06301 0.80073  C37 1.202
39 H -0.81733 -5.32802 -0.16029  C36 0.912
40 H -0.28875 0.02911 -1.31448  C22 1.050
41 H -0.14334 -1.10113 1.25762  C21 1.065
42 H -0.12826 2.07233 -0.67601  C5 0.886
43 H -0.71906 4.13082 -1.58846  C1 0.969
44 H 1.01846 3.92641 -1.99612  C1 1.097

Output
F_max: 19.4 eV/A
Total charge: 0
Gap between HOMO and LUMO: 6.78 eV
E_tot: -30711.739 eV

Record 4
Density functional theory data (wB97M-V/def2-TZVPD) for the molecule C20H20BrClF2N2O at a distorted geometry.

Bonds (Å) are listed after each position.
CARTESIAN COORDINATES (ANGSTROEM)
1 C 4.95123 -0.39811 -1.50411  C2 1.522, H28 1.090, H29 1.090, H30 1.090
2 C 4.03082 -1.59207 -1.29757  C1 1.522, C3 1.399, C8 1.409
3 C 4.01337 -2.60746 -2.26036  C2 1.399, C4 1.394, H31 1.080
4 C 3.17560 -3.71160 -2.10699  C3 1.394, C5 1.391, H32 1.079
5 C 2.35107 -3.80988 -0.99121  C4 1.391, F6 1.351, C7 1.392
6 F 1.53901 -4.87954 -0.84399  C5 1.351
7 C 2.36164 -2.80618 -0.02727  C5 1.392, C8 1.401, H33 1.079
8 C 3.19331 -1.68827 -0.16899  C2 1.409, C7 1.401, C9 1.528
9 C 3.16157 -0.61259 0.91557  C8 1.528, N10 1.468, H34 1.092, H35 1.091
10 N 2.45989 0.61678 0.52815  C9 1.468, C11 1.462, H36 1.012
11 C 1.01164 0.48418 0.38332  N10 1.462, C12 1.543, C27 1.554, H37 1.095
12 C 0.60231 0.14866 -1.06572  C11 1.543, C13 1.533, H38 1.090, H39 1.088
13 C -0.92022 0.03812 -1.21090  C12 1.533, F14 1.335, C15 1.544, H40 1.091
14 F -1.34335 -0.96602 -0.43956  C13 1.335
15 C -1.57843 1.35206 -0.73634  C13 1.544, N16 1.484, H41 1.091, H42 1.089
16 N -1.17558 1.58650 0.67290  C15 1.484, C17 1.364, C27 1.487
17 C -2.05434 1.90009 1.66751  N16 1.364, O18 1.232, C19 1.512
18 O -1.68591 2.39513 2.73354  C17 1.232
19 C -3.53289 1.64493 1.47663  C17 1.512, C20 1.404, C26 1.402
20 C -4.01141 0.40211 1.03357  C19 1.404, C21 1.395, H43 1.081
21 C -5.38135 0.17933 0.89517  C20 1.395, C22 1.394, H44 1.080
22 C -6.29408 1.18463 1.21205  C21 1.394, Br23 1.907, C24 1.400
23 Br -8.15627 0.82985 1.00376  C22 1.907
24 C -5.83154 2.41953 1.68300  C22 1.400, Cl25 1.729, C26 1.396
25 Cl -6.92559 3.68962 2.10555  C24 1.729
26 C -4.46016 2.63856 1.82176  C19 1.402, C24 1.396, H45 1.082
27 C 0.28356 1.75256 0.90933  C11 1.554, N16 1.487, H46 1.092, H47 1.091
28 H 5.69487 -0.34862 -0.70889  C1 1.090
29 H 5.47111 -0.43331 -2.46188  C1 1.090
30 H 4.37491 0.52707 -1.47454  C1 1.090
31 H 4.64753 -2.54467 -3.13262  C3 1.080
32 H 3.15856 -4.49543 -2.84860  C4 1.079
33 H 1.70508 -2.90092 0.82377  C7 1.079
34 H 2.77153 -1.01467 1.85336  C9 1.092
35 H 4.19677 -0.35326 1.14302  C9 1.091
36 H 2.70273 1.36141 1.16874  N10 1.012
37 H 0.66775 -0.32602 1.03486  C11 1.095
38 H 0.96696 0.92154 -1.74289  C12 1.090
39 H 1.06114 -0.77072 -1.42379  C12 1.088
40 H -1.19646 -0.18260 -2.24309  C13 1.091
41 H -1.21807 2.17798 -1.35124  C15 1.091
42 H -2.65540 1.30298 -0.89041  C15 1.089
43 H -3.32716 -0.40476 0.80932  C20 1.081
44 H -5.74197 -0.77942 0.55150  C21 1.080
45 H -4.11989 3.59156 2.20473  C26 1.082
46 H 0.48747 1.85443 1.97756  C27 1.092
47 H 0.56865 2.62650 0.32227  C27 1.091

Output
F_max: 2.7 eV/A
Total charge: 0
Gap between HOMO and LUMO: 9.62 eV
E_tot: -114092.921 eV